Here is a 13-piece molecular cluster, C47H99N5O29 overall in a non-equilibrium geometry from the OMol25 dataset. Energies are from the ωB97M-V functional and the def2-TZVPD basis.

Structure (XYZ):
```
180
Properties=species:S:1:pos:R:3
C -7.7177 -5.7500 -0.1041
C -6.3271 -5.0603 0.0489
O -5.3208 -6.0996 0.1612
C -4.0324 -5.8761 -0.2669
O -3.6109 -4.8143 -0.6550
O -3.3945 -7.0166 -0.1408
C -2.0891 -7.1452 -0.6883
H -7.6766 -6.4186 -0.9640
H -8.5055 -4.9989 -0.1611
H -7.9059 -6.3345 0.7964
H -6.2710 -4.2880 0.8160
H -6.0608 -4.5537 -0.8788
H -1.4109 -6.5909 -0.0396
H -1.9313 -6.7570 -1.6945
H -1.7743 -8.1854 -0.7725
C 2.2748 0.6123 -3.7702
C 2.1620 -0.7648 -4.4046
O 3.1893 -1.6743 -4.0360
C 3.4264 -2.7956 -4.6517
O 3.0741 -3.1649 -5.7635
O 4.2093 -3.4775 -3.8308
C 4.7425 -4.7510 -4.2890
H 3.2987 0.8536 -3.4848
H 1.8051 0.6993 -2.7904
H 1.9979 1.3885 -4.4836
H 2.1574 -0.7020 -5.4928
H 1.1803 -1.1980 -4.2131
H 3.9576 -5.4731 -4.5139
H 5.4451 -5.1448 -3.5545
H 5.3788 -4.6340 -5.1662
C -3.8170 0.7313 0.4658
C -4.4995 -0.5380 0.7972
O -5.5646 -0.1860 1.6892
C -6.3933 -1.0495 2.0767
O -6.4247 -2.2027 1.6791
O -7.2495 -0.4270 2.9588
C -8.1719 -1.3075 3.5940
H -3.1304 1.0851 1.2348
H -4.3998 1.6341 0.2829
H -3.2629 0.5600 -0.4571
H -3.8494 -1.1974 1.3724
H -4.8421 -1.0656 -0.0929
H -7.6944 -1.8560 4.4059
H -8.7086 -1.9775 2.9222
H -8.9759 -0.7189 4.0358
C 2.4169 3.3365 6.0329
C 1.4794 4.1073 5.1239
O 2.1039 5.3443 4.6251
C 2.1068 6.3980 5.4310
O 1.6301 6.5083 6.5963
O 2.6753 7.3923 4.6955
C 2.7817 8.7040 5.2608
H 2.1342 2.3102 6.2672
H 2.5358 3.9469 6.9281
H 3.4057 3.2128 5.5911
H 0.6222 4.4655 5.6941
H 1.1201 3.5303 4.2718
H 3.3659 9.4171 4.6791
H 3.1809 8.6091 6.2706
H 1.7698 9.0972 5.3590
C 1.0176 -1.1160 -8.0646
C -0.0669 -1.7516 -7.2377
O -0.7648 -0.8339 -6.4561
C -1.5853 -1.3541 -5.5219
O -1.9239 -2.5384 -5.4190
O -2.0770 -0.3562 -4.7472
C -2.8873 -0.8032 -3.6569
H 0.7253 -0.3388 -8.7708
H 1.6346 -1.8947 -8.5130
H 1.6921 -0.6195 -7.3670
H 0.4263 -2.3690 -6.4869
H -0.8114 -2.3320 -7.7827
H -3.9496 -0.9644 -3.8403
H -2.9887 0.0420 -2.9762
H -2.4299 -1.6221 -3.1017
C -0.7975 6.2667 1.7826
C -0.8868 7.4986 2.6911
O 0.2702 8.3138 2.5622
C 0.2107 9.4334 1.8643
O -0.7622 9.9743 1.3907
O 1.4379 9.8629 1.7867
C 1.7165 11.1021 1.1479
H 0.2646 6.0271 1.7316
H -1.1426 6.6207 0.8111
H -1.4144 5.4493 2.1560
H -0.9442 7.2831 3.7581
H -1.8740 7.9248 2.5127
H 1.4694 11.0336 0.0885
H 2.7891 11.2251 1.2978
H 1.1315 11.9359 1.5363
C 0.3740 1.9845 1.6958
C -0.0825 1.5701 0.3378
O -0.1742 0.1557 0.4959
C -0.6395 -0.5086 -0.5459
O -0.8304 -0.1777 -1.7070
O -0.8380 -1.7555 -0.1008
C -1.3240 -2.8465 -0.9163
H 0.4527 3.0706 1.6464
H 1.3581 1.7068 2.0731
H -0.3978 1.7513 2.4294
H 0.6713 1.8252 -0.4071
H -1.0011 2.0885 0.0629
H -1.4112 -3.7520 -0.3159
H -0.6450 -3.1334 -1.7193
H -2.3174 -2.7836 -1.3605
C 6.8113 -0.0288 2.2306
C 6.3673 0.5671 3.5687
O 5.3054 -0.2515 4.0961
C 3.9804 0.1361 4.1062
O 3.5794 1.2443 3.6691
O 3.3341 -0.9575 4.4505
C 1.9201 -0.9661 4.4600
H 7.0887 -1.0827 2.2481
H 7.5954 0.5869 1.7899
H 5.9627 0.0655 1.5530
H 6.1038 1.6042 3.3607
H 7.1390 0.4994 4.3355
H 1.4000 -0.3050 3.7668
H 1.5746 -0.6802 5.4535
H 1.6713 -2.0196 4.3319
C -0.4111 -5.6790 -6.2750
O -0.3924 -6.5061 -7.1459
N -0.0381 -6.0425 -5.0082
C 0.3083 -4.9206 -4.1109
C 0.2968 -7.4073 -4.5120
H -0.8174 -4.6685 -6.4365
H -0.5132 -4.3334 -3.7004
H 0.9678 -4.2196 -4.6224
H 0.9237 -5.3051 -3.2976
H 1.3560 -7.4526 -4.2588
H -0.4034 -7.7141 -3.7350
H 0.1535 -8.0912 -5.3486
C 3.4992 3.3852 -1.0088
O 3.6440 2.4534 -1.7796
N 3.8883 3.4896 0.2660
C 3.5318 4.5994 1.1346
C 4.3769 2.3135 0.8698
H 2.9263 4.2620 -1.3482
H 4.3091 5.0029 1.7836
H 2.6877 4.2865 1.7491
H 3.2215 5.4287 0.4989
H 5.2959 2.4399 1.4421
H 3.6230 1.9727 1.5795
H 4.5052 1.4956 0.1609
C 2.2094 -4.0251 -0.7626
O 1.5266 -4.9760 -0.4004
N 2.5074 -2.9293 0.0302
C 2.8760 -1.6067 -0.5814
C 2.1498 -2.8684 1.4631
H 2.5387 -3.9932 -1.8127
H 3.6230 -1.0359 -0.0298
H 2.0044 -0.9524 -0.5626
H 3.2577 -1.6826 -1.5996
H 1.8010 -3.8138 1.8786
H 3.0652 -2.6575 2.0160
H 1.3676 -2.1367 1.6656
C 0.0971 4.1088 -2.3756
O 0.4993 4.7329 -1.3951
N -1.1855 3.6808 -2.3199
C -1.8062 2.8259 -3.2919
C -2.1563 4.2130 -1.3371
H 0.6297 3.8405 -3.3011
H -2.4370 2.0739 -2.8178
H -1.0482 2.3864 -3.9404
H -2.5554 3.3675 -3.8693
H -2.6820 3.3649 -0.8984
H -1.6490 4.7839 -0.5595
H -2.9316 4.7725 -1.8604
C -2.5391 -4.7447 5.2385
O -2.1389 -5.9342 5.2706
N -2.5816 -4.0277 4.0489
C -2.6595 -2.6046 4.0792
C -2.2636 -4.5651 2.7056
H -2.8912 -4.1194 6.0734
H -2.8995 -2.2104 5.0666
H -3.4702 -2.3321 3.4036
H -1.7670 -2.0356 3.8188
H -1.3438 -4.1663 2.2777
H -2.1821 -5.6512 2.7487
H -3.0279 -4.3262 1.9661
```

Values from the calculation:
LUMO in eV: 0.125
F_max in eV/A: 4.3
Gap between HOMO and LUMO in hartree: 0.3277

Atom charges from the Mulliken analysis, given in e for atoms 1 to 99: C -1.3584; C 0.1875; O -0.3371; C 0.7563; O -0.4520; O -0.3510; C -0.5513; H 0.3415; H 0.3824; H 0.3255; H 0.1268; H 0.2181; H 0.2451; H 0.1983; H 0.3161; C -1.0840; C 0.8097; O -0.2146; C 0.7646; O -0.5999; O -0.2626; C -0.6741; H 0.4905; H -0.2292; H 0.5190; H -0.3134; H -0.0634; H 0.2209; H 0.2524; H 0.3400; C -0.7610; C -0.0037; O -0.2289; C 0.7999; O -0.5961; O -0.3751; C -0.6650; H 0.3145; H 0.5050; H -0.1033; H -0.1778; H 0.3656; H 0.2842; H 0.2930; H 0.2635; C -1.1975; C 0.2955; O -0.1627; C 0.5950; O -0.6299; O -0.2093; C -0.6983; H 0.3159; H 0.4016; H 0.2140; H 0.3900; H -0.1158; H 0.2336; H 0.3273; H 0.2640; C -1.3327; C 0.4296; O -0.3564; C 0.8993; O -0.6045; O -0.3077; C 0.1040; H 0.3825; H 0.3405; H 0.2088; H -0.2098; H 0.4366; H 0.4522; H -0.5534; H 0.0901; C -0.7997; C -0.6791; O -0.1398; C 0.6375; O -0.6004; O -0.2534; C -0.6884; H 0.1358; H 0.3400; H 0.4722; H 0.3832; H 0.3580; H 0.2963; H 0.2135; H 0.3081; C -0.7106; C 0.7490; O 0.4474; C -0.0043; O -0.1966; O 0.5448; C -0.2930; H 0.1774; H -0.4388


Here is a 6-piece molecular cluster, C48H102BrFN10O2P overall in a non-equilibrium geometry from the OMol25 dataset. Energies are from the ωB97M-V functional and the def2-TZVPD basis.

Structure (XYZ):
```
165
Properties=species:S:1:pos:R:3
C 5.1745 1.9504 -3.3212
C 3.5871 1.5156 -3.5370
C 3.3846 0.0408 -4.2213
C 2.5459 -0.8879 -3.1693
C 0.8892 -0.6743 -3.2537
N 0.4467 0.6998 -2.8549
C -0.1232 1.9000 -3.5342
N -0.3910 2.0004 -4.8615
C -0.1848 1.0010 -5.9628
C -1.6049 0.2035 -6.1711
C -1.4881 -1.4281 -6.2297
F -2.5598 0.6038 -5.0902
P -1.1454 3.5739 -5.3846
O -2.2574 3.3071 -6.7184
Br 0.4422 4.9910 -6.2276
N -0.4271 3.0584 -2.5781
C 0.0004 2.4343 -1.2583
C -0.1707 3.2955 0.1307
C -1.4179 2.4631 1.0967
C -2.1226 3.4515 2.3382
O -2.8719 3.0152 0.9409
N 0.5296 1.0424 -1.5171
C 1.0308 0.3185 -0.2915
C 0.3766 -1.0167 0.4052
C 1.0975 -1.5698 1.7725
N 2.2957 -1.0020 2.4780
C 2.8924 0.2081 1.8166
C 2.3749 0.9718 0.4603
H 5.4816 1.9733 -2.1792
H 5.3482 3.0196 -3.8151
H 5.8655 1.2129 -3.9519
H 3.0579 1.4716 -2.4680
H 3.0141 2.2884 -4.2210
H 2.8338 0.0514 -5.2536
H 4.4726 -0.4216 -4.3835
H 2.9443 -0.7426 -2.0572
H 2.7342 -2.0299 -3.4305
H 0.4757 -1.4113 -2.4072
H 0.4452 -1.0960 -4.2533
H -0.0251 1.6336 -6.9638
H 0.7611 0.3209 -5.8724
H -2.0987 0.5923 -7.1818
H -2.3042 -1.8897 -6.9595
H -0.3920 -1.7550 -6.4896
H -1.7615 -1.8365 -5.1415
H -2.7372 4.1822 -6.8236
H 0.7817 3.3253 0.8109
H -0.6834 4.3406 -0.0168
H -1.2373 1.2489 1.3533
H -1.9148 4.6226 2.3143
H -2.7625 2.9406 3.1829
H -0.5830 -1.4968 -0.0883
H 0.5818 -2.5185 2.2819
H 3.8653 0.6718 2.3314
H 2.8964 1.9372 -0.0020
C 4.2244 -3.9829 0.5563
C 4.0049 -5.4929 0.5526
N 3.9350 -6.0760 1.8947
C 4.0571 -7.5357 1.9038
C 2.9642 -8.3390 1.2073
C 2.9146 -5.5273 2.7901
C 1.4659 -5.5506 2.3137
H 5.0959 -3.7110 1.1611
H 4.4028 -3.6298 -0.4649
H 3.3521 -3.4455 0.9406
H 4.8558 -5.9340 0.0184
H 3.1109 -5.7246 -0.0379
H 4.1474 -7.8881 2.9391
H 5.0155 -7.7984 1.4376
H 2.0338 -8.3364 1.7787
H 3.2782 -9.3860 1.1175
H 2.7598 -7.9755 0.1970
H 3.1792 -4.4855 3.0107
H 2.9724 -6.0294 3.7639
H 1.3519 -5.1605 1.2986
H 0.8557 -4.9217 2.9712
H 1.0408 -6.5551 2.3513
C 0.8448 -8.5189 5.5644
C -0.4545 -9.3189 5.5812
N -1.6535 -8.4831 5.6799
C -2.8619 -9.2348 6.0266
C -3.3494 -10.2834 5.0327
C -1.8252 -7.4663 4.6403
C -1.8311 -7.9309 3.1876
H 0.8988 -7.8336 6.4168
H 1.7015 -9.1982 5.6268
H 0.9538 -7.9386 4.6431
H -0.4081 -9.9772 6.4578
H -0.4858 -9.9718 4.7012
H -3.6819 -8.5345 6.2300
H -2.6841 -9.7385 6.9856
H -3.7955 -9.8253 4.1477
H -4.1293 -10.8974 5.4992
H -2.5516 -10.9603 4.7166
H -1.0241 -6.7250 4.7529
H -2.7438 -6.8977 4.8312
H -0.9940 -8.5950 2.9563
H -1.7452 -7.0615 2.5265
H -2.7614 -8.4379 2.9259
C 0.7326 2.2487 4.3467
C 1.1558 3.0352 5.5839
N 0.8956 2.3298 6.8412
C 0.9860 3.1909 8.0228
C 2.3420 3.8112 8.3412
C 1.5053 1.0061 6.9829
C 3.0181 0.9006 6.8194
H -0.3112 1.9258 4.4206
H 0.8255 2.8781 3.4553
H 1.3603 1.3660 4.1909
H 0.5802 3.9693 5.5758
H 2.2106 3.3170 5.4870
H 0.6356 2.6392 8.9043
H 0.2630 4.0082 7.9025
H 3.0436 3.0714 8.7317
H 2.2230 4.5762 9.1179
H 2.7906 4.3001 7.4726
H 1.0403 0.3363 6.2486
H 1.2257 0.5750 7.9522
H 3.3792 1.4078 5.9207
H 3.3025 -0.1537 6.7310
H 3.5501 1.3014 7.6840
C -4.9127 1.0206 2.6100
C -6.2119 0.2206 2.6268
N -7.4109 1.0565 2.7254
C -8.6194 0.3047 3.0722
C -9.1069 -0.7439 2.0783
C -7.5827 2.0732 1.6859
C -7.5885 1.6087 0.2331
H -4.8586 1.7060 3.4624
H -4.0560 0.3413 2.6724
H -4.8037 1.6009 1.6887
H -6.1656 -0.4377 3.5034
H -6.2432 -0.4323 1.7468
H -9.4393 1.0050 3.2755
H -8.4415 -0.1990 4.0312
H -9.5530 -0.2858 1.1932
H -9.8868 -1.3578 2.5447
H -8.3091 -1.4208 1.7622
H -6.7815 2.8146 1.7985
H -8.5013 2.6419 1.8767
H -6.7514 0.9445 0.0018
H -7.5027 2.4780 -0.4279
H -8.5189 1.1016 -0.0285
C 3.2095 11.3178 -9.9424
C 2.9900 9.8078 -9.9461
N 2.9201 9.2248 -8.6040
C 3.0422 7.7651 -8.5949
C 1.9493 6.9617 -9.2913
C 1.8997 9.7734 -7.7086
C 0.4510 9.7502 -8.1850
H 4.0810 11.5898 -9.3376
H 3.3879 11.6709 -10.9635
H 2.3372 11.8552 -9.5581
H 3.8409 9.3668 -10.4803
H 2.0960 9.5762 -10.5366
H 3.1325 7.4127 -7.5596
H 4.0006 7.5024 -9.0611
H 1.0189 6.9643 -8.7200
H 2.2633 5.9148 -9.3811
H 1.7450 7.3252 -10.3016
H 2.1643 10.8152 -7.4879
H 1.9575 9.2714 -6.7348
H 0.3370 10.1402 -9.2000
H -0.1592 10.3791 -7.5275
H 0.0259 8.7456 -8.1474
```

Values from the calculation:
LUMO in eV: -3.800
Total charge: +1
F_max in eV/A: 7.9
Gap between HOMO and LUMO in hartree: 0.2031

Atom charges from the Mulliken analysis, given in e for atoms 1 to 99: C -0.9364; C 0.6320; C -0.6894; C -0.3803; C -0.3510; N 0.4204; C 0.3003; N 0.2780; C -0.7432; C 0.5397; C -1.0607; F -0.3712; P 0.0529; O -0.4472; Br -0.0077; N -0.5267; C 0.1203; C -0.5280; C 0.3475; C -0.4662; O -0.4379; N 0.5661; C 0.1741; C -0.4008; C -0.3069; N -0.3588; C -0.5085; C -0.2625; H 0.2591; H 0.2547; H 0.2794; H -0.4774; H 0.1631; H 0.0507; H 0.4387; H 0.1028; H 0.4151; H 0.1412; H 0.1404; H 0.4578; H -0.0464; H 0.3764; H 0.2975; H 0.2682; H 0.2877; H 0.3564; H 0.2138; H 0.4670; H 0.1316; H 0.2715; H 0.1904; H 0.3733; H 0.2969; H 0.3110; H 0.3591; C -1.2211; C -0.3852; N 0.1310; C -0.7273; C -0.7339; C -0.9620; C -0.4396; H 0.3245; H 0.4580; H 0.0667; H 0.4913; H 0.2635; H 0.3695; H 0.4043; H 0.0034; H 0.4013; H 0.2757; H 0.3941; H 0.3443; H 0.4023; H 0.2398; H -0.1204; C -1.0868; C -0.3964; N 0.0746; C -0.6940; C -0.9470; C -0.6521; C -0.8975; H 0.3411; H 0.4625; H -0.0356; H 0.4566; H 0.2729; H 0.3497; H 0.4133; H 0.2172; H 0.3933; H 0.2676; H 0.3162; H 0.3413; H 0.1732; H 0.3505; H 0.2994


F_max of number 2 (C48H102BrFN10O2P)?
7.9 eV/A


Among the records above, which one has the highest gap between HOMO and LUMO?
C47H99N5O29